[1]
This record from the OMol25 dataset describes an isolated ion of composition C7H12N3 and charge +1 in a non-equilibrium geometry. The level of theory is the ωB97M-V functional and the def2-TZVPD basis.

```
22
Properties=species:S:1:pos:R:3:forces:R:3
N -0.565 0.257 0.229 -4.7400 0.0399 0.4277
N -1.143 1.471 -0.276 0.0596 -1.9362 -1.2600
N -2.852 -0.430 0.281 -1.6174 1.2413 -1.5650
C 3.012 1.082 0.126 -1.2238 -1.7179 0.1876
C 3.545 -0.194 0.041 -2.7562 -0.2296 -0.7251
C 0.791 0.114 0.171 2.0585 -0.7671 -0.8851
C 1.589 1.229 0.112 2.0038 -0.0362 0.3805
C -1.509 -0.935 -0.095 2.5464 0.9579 -0.1455
C 2.722 -1.293 -0.152 0.3075 -2.1852 0.0545
C 1.360 -1.159 0.026 -0.3594 0.5544 -0.1154
H 3.246 -2.301 -0.423 -1.3943 1.8612 0.7790
H 4.520 -0.490 -0.005 2.8416 0.4113 0.0408
H -0.558 1.842 -1.000 0.0391 0.3122 -0.4037
H -1.500 2.180 0.327 0.5051 0.1252 1.0924
H -1.332 -1.682 0.673 0.5209 -0.4481 -0.5487
H 3.787 1.780 0.251 0.0606 1.7952 -0.0148
H -3.103 0.244 -0.494 -0.1255 -0.6295 0.9431
H -1.386 -1.307 -1.224 -0.8271 0.7656 2.5218
H 1.053 2.140 0.119 0.3520 1.1753 0.1990
H 0.620 -1.922 0.040 0.2586 -1.2114 -0.2870
H -3.616 -1.099 0.475 0.6212 -0.2440 -0.8345
H -2.876 0.138 1.127 0.8690 0.1655 0.1586
```
Forces are in eV/Å.

## Properties
- Largest force on an atom: 4.76 eV/A
- Electronic energy: -11914.8688 eV
- Energy above the lowest of the compared OMol25 structures with the same formula, charge and spin: 84.7 kcal/mol
- Net charge: +1
- LUMO: -3.68 eV

[2]
This record from the OMol25 dataset describes C17H27N2S5SiTeTl as an isolated structure. The level of theory is the ωB97M-V functional and the def2-TZVPD basis.

```
54
Properties=species:S:1:pos:R:3:forces:R:3
Tl -2.307 -0.144 -0.021 0.0941 -0.1489 0.0482
Te -2.459 -0.299 3.625 -0.0148 0.0923 -0.0073
S -2.247 1.887 -1.958 -0.0384 0.0315 -0.0367
S 1.079 0.094 1.959 0.0027 0.0163 0.0056
S -4.266 -0.911 -1.942 0.0034 0.0132 0.0008
S -0.409 3.123 1.283 -0.0289 -0.0262 0.0152
S 1.075 1.320 -1.243 -0.0226 0.0117 0.0490
Si 1.846 -3.470 -1.815 0.0665 -0.0597 -0.0672
N -5.556 -0.270 -5.306 -0.0341 0.0149 0.0076
N -3.278 2.895 -5.321 -0.0049 0.0033 -0.0045
C 1.011 3.125 -1.132 0.0443 -0.0420 -0.0003
C 3.292 -2.369 -2.321 -0.0124 0.0275 0.0020
C -4.090 0.240 -3.228 -0.1271 -0.0913 -0.0395
C 0.439 2.678 2.819 -0.0189 0.0037 -0.0325
C -3.293 1.347 -3.245 0.1110 0.1116 0.0647
C 2.385 -0.147 0.734 0.0075 -0.0026 0.0027
C 2.583 0.960 -0.299 -0.0153 -0.0202 -0.0238
C 0.463 -2.494 -1.241 0.0188 0.0303 0.1414
C -4.900 -0.025 -4.390 0.0645 -0.0253 -0.0045
C 1.575 1.661 2.726 -0.0156 -0.0276 -0.0118
C -3.916 1.209 3.237 -0.0004 -0.0062 0.0178
C 1.402 -4.528 -3.306 -0.0278 0.0044 -0.0083
C 0.958 3.743 0.265 -0.0201 -0.0064 -0.0029
C 2.484 -4.632 -0.471 -0.0139 0.0141 0.0180
C -2.797 -0.112 5.755 -0.0031 -0.0253 -0.0041
C -0.442 -1.763 -0.828 -0.0880 0.0722 -0.1110
C -3.298 2.188 -4.409 0.0050 -0.0047 -0.0037
H -2.579 0.901 6.091 0.0068 0.0139 -0.0127
H -4.902 0.863 3.540 -0.0077 -0.0110 0.0081
H -3.900 1.394 2.167 0.0016 0.0088 -0.0112
H 3.665 -1.805 -1.462 0.0145 0.0031 0.0141
H -2.126 -0.805 6.262 0.0046 -0.0061 0.0147
H 2.940 1.877 0.173 0.0170 0.0134 -0.0002
H 3.342 -5.219 -0.811 0.0079 -0.0015 -0.0102
H 1.694 -5.320 -0.161 -0.0066 -0.0106 0.0043
H 2.253 -5.117 -3.661 0.0146 0.0019 0.0092
H 2.412 2.070 2.160 0.0188 0.0060 0.0063
H 2.784 -4.059 0.410 0.0072 0.0019 0.0110
H 1.889 3.565 0.804 0.0133 0.0087 0.0010
H 0.804 3.578 3.323 0.0009 -0.0111 0.0018
H 1.849 3.572 -1.676 -0.0119 0.0050 -0.0130
H 4.125 -2.943 -2.737 -0.0070 -0.0214 -0.0005
H 3.337 -0.356 1.232 -0.0019 -0.0079 -0.0093
H 1.943 1.474 3.739 0.0022 0.0006 -0.0035
H 0.587 -5.210 -3.056 -0.0080 -0.0054 -0.0032
H -0.363 2.257 3.429 -0.0136 0.0087 0.0281
H -3.825 -0.368 6.004 -0.0152 -0.0042 0.0013
H 1.057 -3.890 -4.122 -0.0073 -0.0028 -0.0158
H 2.959 -1.646 -3.068 0.0056 0.0155 -0.0118
H 0.095 3.359 -1.679 -0.0025 0.0230 -0.0231
H -3.650 2.117 3.777 0.0095 0.0037 -0.0057
H 2.051 -1.055 0.227 0.0068 -0.0078 -0.0011
H 0.858 4.826 0.157 0.0107 0.0007 0.0004
H 3.369 0.635 -0.986 0.0082 0.0142 0.0062
```
Forces are in eV/Å.

## Properties
- Largest force on an atom: 0.18 eV/A
- Electronic energy: -95087.7203 eV
- Energy above the lowest of the compared OMol25 structures with the same formula, charge and spin: 0.0 kcal/mol
- Net charge: -2
- LUMO: 3.52 eV

[3]
This record from the OMol25 dataset describes one molecule with the formula C18H13ClN4O6 in a non-equilibrium geometry. The level of theory is the ωB97M-V functional and the def2-TZVPD basis.

```
42
Properties=species:S:1:pos:R:3:forces:R:3
Cl 4.675 1.975 2.356 0.2184 0.1861 0.0978
O 0.841 -2.632 -0.172 -0.1043 -0.1084 0.0086
O -0.625 1.133 -1.033 -0.0791 0.0881 -0.0835
O -0.754 -1.379 0.505 -0.2892 -0.1514 0.0827
O -0.100 2.496 3.391 0.0954 0.2354 0.2010
O -2.606 2.011 1.135 0.0621 0.4163 -0.0367
O -3.454 -0.069 1.110 0.0607 -0.1227 -0.0616
N -2.575 0.170 -1.683 0.2944 0.1769 0.0190
N 0.440 -1.629 0.379 -0.3015 -0.6854 -0.2359
N -0.246 0.749 1.914 -0.3832 -0.3635 -0.1951
N -2.646 -1.825 -2.917 -0.6008 -0.3378 -0.1169
C -1.183 0.257 -1.671 0.0618 0.1328 -0.1060
C 1.067 0.440 1.642 0.1828 -0.2789 -0.1302
C -0.738 1.776 2.665 -0.4967 -0.0461 -0.1628
C 3.754 -0.181 1.038 0.0045 0.1760 0.1029
C -0.518 -0.765 -2.464 -0.0161 -0.3937 -0.2655
C -3.210 -0.884 -2.270 -0.2231 -0.3203 -0.1997
C 1.492 -1.761 -3.319 0.0617 0.1535 0.0653
C 0.872 -0.756 -2.613 -0.0402 0.0960 -0.0317
C 1.400 -0.710 0.888 1.0670 0.8116 0.3928
C -3.302 1.187 -0.953 0.1429 0.1764 0.2467
C 2.739 -0.993 0.599 -0.2547 -0.0332 -0.0008
C 3.426 0.946 1.792 -0.4838 -0.4162 -0.2356
C -1.281 -1.797 -3.040 0.6164 0.4168 0.1815
C 0.738 -2.792 -3.878 -0.1085 -0.0441 -0.0122
C -3.145 0.944 0.548 -0.2177 -0.0136 -0.2547
C -0.631 -2.814 -3.747 0.0453 0.0438 0.0328
C 2.112 1.251 2.092 0.1860 0.1506 0.0584
C -2.258 1.918 2.511 -0.0517 -0.0386 0.5271
H 2.951 -1.874 0.012 0.0174 0.0160 0.0164
H -0.909 0.143 1.423 0.2489 0.2774 0.2101
H 4.783 -0.403 0.809 0.0932 -0.0255 -0.0166
H -4.288 -0.902 -2.174 -0.1020 0.1335 0.0945
H 2.565 -1.756 -3.434 0.0942 0.0081 -0.0124
H -2.883 2.168 -1.190 -0.1583 -0.1799 -0.0298
H -1.229 -3.603 -4.172 -0.0763 -0.0841 -0.0468
H 1.433 0.051 -2.164 0.0481 0.0492 0.0266
H -4.359 1.137 -1.223 0.1048 -0.0086 0.0517
H 1.878 2.126 2.675 0.0253 -0.0340 0.0001
H -2.575 2.843 2.997 0.1340 -0.1724 -0.0896
H -2.764 1.055 2.964 0.0993 0.1890 -0.0344
H 1.238 -3.582 -4.419 0.0223 -0.0748 -0.0574
```
Forces are in eV/Å.

## Properties
- Largest force on an atom: 1.40 eV/A
- Electronic energy: -49643.8965 eV
- Energy above the lowest of the compared OMol25 structures with the same formula, charge and spin: 0.0 kcal/mol
- LUMO: -0.89 eV

[4]
This record from the OMol25 dataset describes one molecule with the formula C3HClFN in a non-equilibrium geometry. The level of theory is the ωB97M-V functional and the def2-TZVPD basis.

```
7
Properties=species:S:1:pos:R:3:forces:R:3
Cl -0.870 -1.195 0.039 0.4851 -0.3376 -0.6763
F -1.694 1.099 -0.058 -0.7713 1.1228 -0.3749
N 2.671 -0.405 -0.066 -1.0015 0.8509 -0.0718
C 0.588 1.090 0.128 0.4986 -0.5401 -0.9253
C -0.550 0.475 -0.120 -1.1053 -0.8172 1.6862
C 1.744 0.290 -0.012 1.8483 -0.8888 0.4785
H 0.632 2.132 0.333 0.0461 0.6101 -0.1165
```
Forces are in eV/Å.

## Properties
- Largest force on an atom: 2.18 eV/A
- Electronic energy: -19855.7037 eV
- Energy above the lowest of the compared OMol25 structures with the same formula, charge and spin: 7.0 kcal/mol
- LUMO: -0.03 eV

[5]
This record from the OMol25 dataset describes one molecule with the formula C4H4O2S in a non-equilibrium geometry. The level of theory is the ωB97M-V functional and the def2-TZVPD basis.

```
11
Properties=species:S:1:pos:R:3:forces:R:3
S -2.327 0.355 2.380 1.5301 -2.8409 -3.5364
O 1.688 0.580 -2.684 0.5023 0.0062 0.6753
O -0.645 -0.764 0.366 0.4661 1.6728 1.7515
C 1.123 0.097 -1.730 -2.1306 -0.6122 -1.5612
C 1.193 0.575 -0.359 0.9236 1.6963 0.7481
C 0.398 0.209 0.646 -0.9023 -0.2405 0.2418
C -1.794 -0.745 1.102 -0.5086 0.0023 1.5382
H -2.301 -1.745 0.752 0.3357 2.2357 0.9732
H 0.307 -0.669 -1.949 0.9311 0.2991 0.4666
H 0.495 0.627 1.694 -0.6264 -0.7507 -1.4350
H 1.861 1.479 -0.217 -0.5211 -1.4683 0.1378
```
Forces are in eV/Å.

## Properties
- Largest force on an atom: 4.79 eV/A
- Electronic energy: -19140.2429 eV
- Energy above the lowest of the compared OMol25 structures with the same formula, charge and spin: 63.4 kcal/mol
- LUMO: -0.90 eV

[6]
This record from the OMol25 dataset describes a 8-piece molecular cluster, C3H22N2O9 overall in a non-equilibrium geometry. The level of theory is the ωB97M-V functional and the def2-TZVPD basis.

```
36
Properties=species:S:1:pos:R:3:forces:R:3
O 2.464 -1.721 1.402 1.2988 0.6002 -0.2177
O -0.745 2.827 1.722 -4.3441 2.1386 1.4433
O 0.366 0.982 3.040 2.6310 -3.7045 1.0733
O -1.088 -1.876 0.684 -2.4007 -2.6717 -2.9388
O -0.458 -1.394 3.064 -3.8558 -0.0931 -0.7168
O -2.033 1.514 -0.116 -4.3969 -1.6058 1.7966
O -2.251 -2.684 -2.239 1.0758 -0.1969 1.5717
O 2.848 1.485 2.425 2.6761 4.4038 2.1326
O 1.700 1.196 -1.004 -2.0277 -2.1843 -1.6797
N 1.570 0.842 -3.297 -2.3770 0.9581 -1.4806
N 0.398 -0.583 -1.905 0.5758 1.1719 3.9121
C 1.120 0.569 -1.940 3.2711 1.3625 -0.5093
C -0.634 -0.907 -2.798 -2.4415 0.7170 -3.4419
C -2.045 -1.283 -2.206 1.1221 -0.2909 0.9401
H -1.622 -2.950 -1.525 -0.8335 -0.5432 -0.7461
H 3.370 -1.355 1.252 -0.9799 -0.6314 0.0330
H 0.012 2.504 1.296 0.6935 -0.9528 -1.9760
H -1.683 2.787 1.274 3.6815 -0.4591 0.4111
H 2.089 -1.046 1.972 -0.4109 0.0599 0.1761
H -2.876 -0.908 -2.870 0.9192 0.2516 1.1717
H 0.447 -1.035 -0.966 -0.6111 0.4734 -0.9227
H -1.533 1.491 -0.886 1.3226 -0.2170 -2.2959
H -1.818 -2.413 1.085 1.2142 0.8242 -0.3847
H 2.392 1.054 1.778 -1.9691 -1.7825 -3.3546
H -1.901 -0.955 -1.082 -1.3081 -0.1059 -2.1202
H 2.964 2.442 2.080 -0.2069 -2.4655 0.7677
H 0.370 -1.623 3.349 3.0978 -0.5801 1.2933
H -0.274 1.600 2.922 -2.7876 3.4012 -0.6770
H -0.190 -1.732 -3.460 -1.4115 1.2582 0.1744
H 0.915 1.280 -4.037 1.0109 -1.3951 1.9408
H -1.117 0.060 -3.387 2.4584 -2.0367 0.8284
H -0.712 -0.546 3.440 0.7393 0.0324 0.1402
H 1.229 1.371 3.172 0.2388 0.5361 0.2985
H 2.389 1.405 -3.325 0.5527 0.6375 0.5991
H -2.886 0.940 -0.272 2.7001 1.6411 0.2006
H -0.774 -1.340 1.358 1.0825 1.4487 2.5575
```
Forces are in eV/Å.

## Properties
- Largest force on an atom: 5.58 eV/A
- Electronic energy: -24873.2284 eV
- Energy above the lowest of the compared OMol25 structures with the same formula, charge and spin: 57.5 kcal/mol
- LUMO: 0.28 eV